# 1
A 3-piece molecular cluster, C19H47N3O6P2 overall in a non-equilibrium geometry. Source: OMol25; level of theory: ωB97M-V/def2-TZVPD.

Geometry as XYZ:
```
77
Properties=species:S:1:pos:R:3:lowdin_charge:R:1
C -1.81 1.51 -0.78 -0.07
C -1.51 0.49 0.11 -0.37
P -1.13 -1.30 -0.35 0.85
C 0.58 -1.68 0.39 -0.40
C 0.57 -1.37 1.94 -0.27
C 1.44 -0.13 2.37 -0.23
C 2.97 -0.49 2.65 -0.24
C 3.80 0.81 2.28 -0.13
P -0.95 -1.55 -2.51 0.42
N -2.08 -2.56 -2.98 -0.24
O -1.04 -0.13 -3.39 -0.25
O 0.53 -2.28 -2.91 -0.24
H -2.52 1.39 -1.63 0.06
H -1.28 2.48 -0.67 0.06
H -1.49 0.73 1.20 0.06
H 1.42 -1.20 -0.17 0.08
H 0.69 -2.79 0.28 0.06
H -0.49 -1.18 2.26 0.08
H 0.99 -2.27 2.46 0.10
H 1.03 0.22 3.36 0.11
H 1.39 0.74 1.65 0.10
H 3.27 -1.40 2.09 0.10
H 3.08 -0.63 3.76 0.10
H 3.95 0.86 1.18 0.07
H 3.16 1.68 2.58 0.07
H 4.75 0.91 2.85 0.06
H -2.67 -2.83 -2.19 -0.06
H -1.22 -0.31 -4.32 0.07
H 0.92 -1.70 -3.59 0.05
C -4.37 8.18 1.47 -0.11
O -5.08 6.97 1.26 -0.19
C -6.18 7.08 0.36 -0.21
C -5.88 6.41 -0.97 -0.21
N -4.87 7.15 -1.73 -0.05
C -4.31 6.42 -2.86 -0.20
C -3.60 5.08 -2.59 -0.22
O -2.37 5.19 -1.89 -0.19
C -2.50 5.34 -0.49 -0.11
H -3.73 8.04 2.34 0.09
H -3.74 8.42 0.61 0.07
H -5.06 9.01 1.68 0.09
H -6.49 8.13 0.23 0.12
H -7.01 6.55 0.83 0.12
H -6.80 6.36 -1.56 0.12
H -5.55 5.39 -0.75 0.10
H -4.11 7.40 -1.11 0.06
H -3.57 7.08 -3.33 0.12
H -5.10 6.25 -3.60 0.12
H -3.35 4.65 -3.57 0.12
H -4.26 4.34 -2.11 0.11
H -3.34 4.78 -0.08 0.09
H -2.57 6.39 -0.23 0.07
H -1.58 4.96 -0.03 0.08
C 4.97 -5.59 2.91 -0.11
O 4.25 -6.70 2.38 -0.19
C 2.84 -6.51 2.34 -0.21
C 2.35 -6.31 0.91 -0.21
N 2.78 -5.03 0.37 -0.05
C 2.62 -4.90 -1.08 -0.20
C 3.34 -5.91 -1.99 -0.22
O 4.76 -5.77 -2.01 -0.18
C 5.43 -6.37 -0.92 -0.10
H 5.98 -5.92 3.13 0.09
H 5.03 -4.78 2.18 0.07
H 4.52 -5.23 3.84 0.09
H 2.52 -5.69 2.99 0.12
H 2.40 -7.43 2.73 0.12
H 1.26 -6.36 0.90 0.12
H 2.74 -7.15 0.32 0.10
H 3.76 -4.89 0.59 0.06
H 2.98 -3.90 -1.35 0.12
H 1.55 -4.92 -1.32 0.12
H 3.02 -5.70 -3.02 0.12
H 3.06 -6.94 -1.79 0.11
H 4.94 -7.29 -0.58 0.09
H 5.52 -5.66 -0.09 0.07
H 6.44 -6.62 -1.23 0.09
```

Values from the calculation:
**Total energy**: -55793.1694 eV
**Structure (SMILES)**: C=CP(CCCCC)P(=N)(O)O.COCCNCCOC.COCCNCCOC


# 2
C5H8O2 as an isolated structure. Source: OMol25; level of theory: ωB97M-V/def2-TZVPD.

Geometry as XYZ:
```
15
Properties=species:S:1:pos:R:3:lowdin_charge:R:1
C -0.50 -1.40 0.85 -0.06
C -0.09 -0.19 0.23 -0.38
O -0.78 -0.72 -1.42 -0.11
C -0.90 1.08 0.42 -0.23
O -0.59 2.12 -0.46 -0.04
C 1.31 0.02 -0.08 -0.08
C 2.47 0.22 -0.34 0.16
H -1.37 -1.35 1.50 0.07
H 0.27 -2.10 1.15 0.07
H -0.87 -1.55 -0.53 0.12
H -0.12 -0.97 -2.09 0.08
H -0.76 1.38 1.48 0.14
H -1.95 0.83 0.28 0.14
H 0.37 2.26 -0.42 0.08
H 3.50 0.38 -0.56 0.04
```

Values from the calculation:
**Relative energy (zero: lowest compared OMol25 entry of this formula, charge and spin)**: 5.312 eV


# 3
One molecule with the formula CH4BrP in a non-equilibrium geometry. Source: OMol25; level of theory: ωB97M-V/def2-TZVPD.

Geometry as XYZ:
```
7
Properties=species:S:1:pos:R:3:lowdin_charge:R:1
P -0.54 -0.78 -0.89 0.75
C 0.56 0.10 0.28 -1.05
Br 0.08 0.56 2.01 0.60
H -1.65 -0.62 -0.14 -0.14
H -0.78 0.33 -1.56 -0.16
H 1.47 -0.57 0.49 0.02
H 0.86 0.99 -0.18 -0.03
```

Values from the calculation:
**Structure (SMILES)**: PCBr
**Relative energy (zero: lowest compared OMol25 entry of this formula, charge and spin)**: 1.357 eV


# 4
A 17-piece molecular cluster, C31H101N5O22 overall in a non-equilibrium geometry. Source: OMol25; level of theory: ωB97M-V/def2-TZVPD.

Geometry as XYZ:
```
159
Properties=species:S:1:pos:R:3:lowdin_charge:R:1
C 17.34 13.06 18.07 -0.12
O 17.18 13.43 19.44 -0.21
C 17.51 12.37 20.38 -0.16
C 19.07 12.32 20.72 -0.19
N 19.51 13.53 21.40 -0.06
C 20.93 13.60 21.66 -0.23
C 21.31 14.90 22.33 -0.25
O 20.93 15.95 21.47 -0.18
C 19.96 16.77 22.02 -0.13
H 16.83 12.13 17.79 0.08
H 18.38 13.06 17.77 0.08
H 16.79 13.77 17.46 0.08
H 17.06 11.47 19.96 0.10
H 16.96 12.44 21.32 0.11
H 19.70 12.20 19.84 0.10
H 19.31 11.43 21.29 0.11
H 19.11 14.40 21.11 0.10
H 21.47 13.75 20.73 0.12
H 21.40 12.83 22.27 0.13
H 22.40 14.88 22.31 0.12
H 21.06 14.92 23.40 0.13
H 19.76 17.55 21.29 0.09
H 20.49 17.37 22.75 0.09
H 19.05 16.24 22.33 0.09
C 15.21 4.60 10.08 -0.04
O 14.33 3.83 10.98 -0.21
C 13.39 4.50 11.81 -0.21
C 14.01 5.40 12.86 -0.24
N 14.58 4.57 13.84 -0.09
C 15.55 5.16 14.72 -0.22
C 14.96 6.17 15.71 -0.24
O 15.81 6.83 16.58 -0.17
C 16.51 6.09 17.55 -0.11
H 15.75 5.21 10.82 0.06
H 14.68 5.27 9.40 0.09
H 16.01 3.99 9.67 0.09
H 12.76 3.74 12.26 0.12
H 12.76 5.17 11.21 0.12
H 13.23 5.89 13.45 0.12
H 14.76 6.12 12.51 0.12
H 14.85 3.67 13.47 0.11
H 16.31 5.66 14.13 0.11
H 16.16 4.49 15.32 0.11
H 14.23 5.57 16.26 0.12
H 14.45 6.92 15.11 0.12
H 15.84 5.45 18.12 0.09
H 17.00 6.77 18.26 0.09
H 17.31 5.50 17.10 0.08
C 13.93 -8.99 24.34 -0.13
O 14.64 -7.99 23.69 -0.21
C 13.87 -6.86 23.29 -0.20
C 14.87 -6.05 22.39 -0.21
N 14.18 -4.91 21.82 -0.05
C 15.15 -4.40 20.83 -0.24
C 14.82 -2.97 20.41 -0.24
O 15.07 -2.07 21.47 -0.20
C 14.73 -0.67 21.26 -0.08
H 13.62 -8.65 25.33 0.09
H 14.50 -9.91 24.51 0.08
H 13.09 -9.29 23.71 0.08
H 13.56 -6.28 24.16 0.12
H 12.96 -7.14 22.75 0.12
H 15.11 -6.86 21.70 0.13
H 15.67 -5.70 23.05 0.13
H 14.26 -4.16 22.50 0.10
H 14.83 -4.97 19.97 0.12
H 16.20 -4.51 21.08 0.12
H 13.76 -3.04 20.15 0.13
H 15.51 -2.75 19.60 0.12
H 13.73 -0.55 20.83 0.08
H 15.32 -0.24 20.45 0.07
H 14.81 -0.04 22.14 0.08
C 12.63 9.80 9.72 -0.10
O 13.40 9.90 8.50 -0.22
C 12.61 10.02 7.31 -0.17
C 13.49 10.05 5.94 -0.21
N 14.39 8.96 6.14 -0.10
C 15.41 8.96 5.11 -0.16
C 16.75 8.13 5.50 -0.21
O 16.62 6.81 5.09 -0.19
C 17.84 6.26 4.55 -0.09
H 12.12 10.74 9.92 0.08
H 13.30 9.77 10.58 0.09
H 11.84 9.06 9.76 0.08
H 11.99 10.92 7.35 0.11
H 12.05 9.09 7.22 0.11
H 13.89 11.06 5.85 0.10
H 12.87 9.99 5.04 0.11
H 14.70 9.07 7.10 0.09
H 15.69 10.01 5.02 0.10
H 14.86 8.64 4.23 0.12
H 16.98 8.18 6.56 0.12
H 17.50 8.72 4.98 0.10
H 17.73 5.19 4.35 0.08
H 18.70 6.38 5.22 0.08
H 18.03 6.82 3.64 0.08
C 26.72 5.42 21.77 -0.13
O 26.51 4.47 22.76 -0.19
C 25.25 3.89 22.64 -0.22
C 24.68 3.22 23.99 -0.18
N 23.36 2.69 23.66 -0.06
C 22.34 3.75 23.68 -0.20
C 21.01 3.13 23.37 -0.31
O 20.52 2.34 24.37 -0.17
C 20.36 0.86 24.11 -0.03
H 27.23 4.96 20.93 0.09
H 27.46 6.17 22.06 0.08
H 25.79 5.97 21.61 0.09
H 25.38 3.19 21.82 0.12
H 24.56 4.69 22.36 0.09
H 24.72 4.02 24.73 0.10
H 25.40 2.55 24.45 0.11
H 23.17 1.91 24.27 0.10
H 22.55 4.37 22.80 0.11
H 22.32 4.32 24.61 0.12
H 21.17 2.53 22.48 0.11
H 20.34 3.82 22.86 0.12
H 19.73 0.51 24.93 0.08
H 21.30 0.33 24.26 0.07
H 19.85 0.61 23.18 0.08
C 8.83 0.81 8.22 -0.18
O 8.75 -0.05 7.12 -0.12
H 8.32 1.77 8.16 0.07
H 8.51 0.39 9.17 0.08
H 9.88 1.13 8.19 0.08
H 9.33 0.25 6.41 0.08
O 22.02 7.81 19.14 -0.05
H 22.39 6.93 19.06 0.03
H 21.58 7.96 18.30 0.02
O 18.98 3.04 11.75 -0.05
H 19.80 2.62 11.49 0.03
H 18.47 2.34 12.17 0.02
O 7.74 6.89 8.55 -0.05
H 7.64 6.71 9.48 0.03
H 6.86 6.84 8.19 0.03
O 12.99 -0.08 15.60 -0.05
H 13.04 0.75 16.08 0.02
H 13.81 -0.12 15.10 0.02
O 19.63 8.33 15.93 -0.05
H 19.61 8.06 15.01 0.02
H 18.71 8.32 16.20 0.02
O 10.52 3.73 15.99 -0.05
H 11.25 3.81 15.37 0.02
H 10.14 2.87 15.80 0.03
O 19.17 7.05 12.07 -0.05
H 19.93 7.37 11.58 0.03
H 19.21 6.10 11.99 0.02
O 9.25 5.09 19.83 -0.05
H 8.88 4.29 20.20 0.03
H 9.78 4.80 19.09 0.02
O 9.39 7.95 16.53 -0.05
H 9.22 7.77 17.46 0.03
H 9.53 7.09 16.14 0.02
O 15.83 0.00 12.70 -0.05
H 16.69 -0.39 12.52 0.03
H 15.40 0.02 11.85 0.03
O 10.63 5.36 6.29 -0.05
H 10.12 5.82 6.96 0.01
H 11.34 5.96 6.07 0.02
```

Values from the calculation:
**Total energy**: -86267.6412 eV


# 5
A 8-piece molecular cluster, C31H50N2O18 overall in a non-equilibrium geometry. Source: OMol25; level of theory: ωB97M-V/def2-TZVPD.

Geometry as XYZ:
```
101
Properties=species:S:1:pos:R:3:lowdin_charge:R:1
C 2.29 -0.81 -2.02 0.00
C 1.97 0.69 -2.11 -0.27
C 1.59 1.42 -0.83 -0.07
O 2.53 2.46 -0.71 0.11
C 3.40 2.32 -1.66 -0.63
O 4.43 3.01 -1.77 0.13
O 3.16 1.34 -2.43 0.13
H 2.42 -1.37 -2.97 0.09
H 1.54 -1.37 -1.44 0.05
H 3.29 -0.84 -1.64 0.08
H 1.22 0.94 -2.85 0.14
H 1.60 0.76 0.01 0.11
H 0.63 1.87 -0.86 0.09
C -1.42 -1.00 0.14 0.00
C -2.48 0.04 -0.13 -0.24
C -2.07 1.48 0.22 -0.06
O -1.50 1.98 -0.95 0.05
C -1.80 1.21 -1.94 -0.60
O -1.47 1.53 -3.05 0.14
O -2.46 0.09 -1.55 0.07
H -0.41 -0.73 -0.30 0.10
H -1.72 -1.98 -0.18 0.06
H -1.20 -1.09 1.19 0.06
H -3.47 -0.23 0.15 0.15
H -1.30 1.55 1.01 0.13
H -2.93 2.09 0.60 0.16
C 1.14 5.38 0.79 0.01
C 0.18 4.23 1.15 -0.31
C 0.51 3.35 2.38 -0.13
O -0.68 3.11 2.92 0.07
C -1.62 3.92 2.45 -0.57
O -2.79 4.03 2.80 0.14
O -1.10 4.64 1.47 0.11
H 2.17 5.05 0.66 0.10
H 1.14 6.00 1.68 0.09
H 0.89 5.91 -0.08 0.05
H 0.14 3.68 0.21 0.11
H 1.12 3.94 3.12 0.16
H 0.95 2.38 2.10 0.13
C -0.19 4.85 -2.68 0.00
C 1.26 4.78 -3.13 -0.32
C 1.67 5.79 -4.22 -0.07
O 2.94 6.18 -3.75 0.10
C 3.17 5.77 -2.53 -0.57
O 4.18 6.04 -1.89 0.14
O 2.13 5.07 -2.07 0.06
H -0.39 5.79 -2.21 0.08
H -0.48 4.02 -2.05 0.06
H -0.91 4.73 -3.47 0.09
H 1.47 3.80 -3.57 0.15
H 1.01 6.67 -4.12 0.14
H 1.69 5.43 -5.25 0.15
C -1.88 -3.95 5.01 0.01
C -2.55 -2.65 5.59 -0.29
C -1.70 -1.68 6.41 -0.04
O -1.44 -0.77 5.36 0.11
C -2.25 -0.89 4.39 -0.67
O -2.41 -0.04 3.50 0.10
O -3.00 -1.91 4.50 0.14
H -2.64 -4.44 4.45 0.07
H -1.58 -4.67 5.84 0.11
H -1.11 -3.79 4.33 0.05
H -3.41 -2.96 6.19 0.15
H -0.79 -2.11 6.75 0.13
H -2.33 -1.23 7.19 0.15
C 3.80 -3.07 0.19 -0.05
O 2.97 -2.00 0.48 -0.05
C 2.25 -1.97 1.60 -0.34
O 2.14 -3.12 2.46 -0.08
O 1.57 -0.82 1.81 -0.02
C 0.89 -0.68 2.99 -0.07
H 4.47 -3.15 1.02 0.10
H 4.27 -3.01 -0.77 0.10
H 3.20 -3.97 0.28 0.08
H 1.51 -0.57 3.80 0.08
H 0.21 -1.54 3.19 0.10
H 0.28 0.20 2.92 0.08
C -2.61 -4.88 -0.09 -0.08
C -1.45 -5.51 0.76 -0.19
C -0.33 -4.44 1.01 -0.16
C 0.42 -4.06 -0.22 -0.19
N 0.96 -3.81 -1.18 0.21
H -3.36 -5.63 -0.36 0.07
H -2.32 -4.33 -0.99 0.04
H -3.06 -4.12 0.55 0.07
H -1.07 -6.40 0.22 0.12
H -1.83 -5.87 1.68 0.08
H 0.35 -4.77 1.77 0.10
H -0.71 -3.55 1.39 0.06
C -1.97 -2.76 -3.24 -0.07
C -1.00 -1.59 -3.65 -0.19
C 0.19 -2.22 -4.48 -0.19
C -0.31 -2.69 -5.77 -0.21
N -0.74 -3.09 -6.78 0.14
H -1.49 -3.64 -2.87 0.05
H -2.64 -3.00 -4.01 0.06
H -2.55 -2.43 -2.40 0.04
H -0.54 -1.15 -2.75 0.08
H -1.37 -0.77 -4.21 0.09
H 0.63 -3.00 -3.97 0.07
H 0.92 -1.42 -4.53 0.10
```

Values from the calculation:
**Structure (SMILES)**: C[C@H]1COC(=O)O1.C[C@H]1COC(=O)O1.C[C@H]1COC(=O)O1.C[C@H]1COC(=O)O1.C[C@H]1COC(=O)O1.COC(=O)OC.CCCC#N.CCCC#N
**Relative energy (zero: lowest compared OMol25 entry of this formula, charge and spin)**: 0.939 eV


# 6
C38H39F5MnN4OS4Si as an isolated structure. Source: OMol25; level of theory: ωB97M-V/def2-TZVPD.

Geometry as XYZ:
```
93
Properties=species:S:1:pos:R:3:lowdin_charge:R:1
Mn 1.28 -0.67 -0.57 0.29
S -0.46 -0.04 -1.97 0.69
C -1.24 1.28 -1.17 -0.62
N -2.29 1.89 -1.77 -0.12
C -3.10 2.81 -1.00 -0.11
C -2.18 3.72 -0.21 -0.10
N -1.30 2.90 0.61 -0.12
C -1.10 3.32 1.98 -0.14
C -2.33 3.05 2.82 -0.21
C -2.86 1.76 2.88 -0.03
C -3.99 1.50 3.64 -0.08
C -4.60 2.52 4.35 -0.09
C -4.08 3.81 4.29 -0.08
C -2.95 4.06 3.53 -0.05
C -0.81 1.74 0.11 -0.63
S 0.38 0.86 1.01 0.76
C -2.58 1.77 -3.20 -0.13
C -2.29 3.07 -3.90 -0.22
C -0.97 3.49 -4.04 -0.03
C -0.68 4.70 -4.65 -0.07
C -1.70 5.50 -5.13 -0.09
C -3.02 5.09 -5.01 -0.08
C -3.31 3.88 -4.39 -0.05
H -3.75 2.25 -0.31 0.14
H -3.72 3.39 -1.68 0.12
H -2.76 4.36 0.45 0.13
H -1.59 4.34 -0.89 0.14
H -0.88 4.39 1.99 0.13
H -0.23 2.80 2.38 0.08
H -2.38 0.96 2.33 0.10
H -4.39 0.50 3.68 0.10
H -5.49 2.32 4.94 0.10
H -4.56 4.61 4.84 0.10
H -2.55 5.07 3.49 0.11
H -3.63 1.48 -3.33 0.13
H -1.96 0.98 -3.60 0.08
H -0.17 2.86 -3.66 0.12
H 0.36 5.01 -4.75 0.11
H -1.47 6.44 -5.61 0.10
H -3.82 5.71 -5.39 0.10
H -4.34 3.55 -4.30 0.11
F 7.50 1.42 -1.94 0.12
C 6.35 0.74 -2.04 -0.15
C 5.14 1.35 -1.76 -0.16
F 5.11 2.63 -1.38 0.12
C 3.97 0.63 -1.87 -0.24
F 2.81 1.27 -1.60 0.04
C 3.94 -0.71 -2.24 -0.50
S 2.46 -1.63 -2.39 0.68
C 5.18 -1.30 -2.51 -0.24
F 5.25 -2.59 -2.87 0.08
C 6.37 -0.60 -2.42 -0.15
F 7.53 -1.20 -2.69 0.12
C 4.27 -2.83 1.83 -0.15
Si 3.79 -1.02 1.73 0.27
C 3.02 -0.51 3.36 -0.17
C 5.32 0.00 1.42 -0.15
O 2.72 -0.80 0.54 -0.50
H 5.19 -2.96 2.40 0.03
H 4.43 -3.23 0.83 0.03
H 3.49 -3.42 2.31 0.02
H 3.59 -0.87 4.22 0.03
H 2.01 -0.93 3.44 0.02
H 2.94 0.57 3.44 0.03
H 5.99 -0.01 2.28 0.03
H 5.06 1.03 1.21 0.04
H 5.88 -0.39 0.57 0.02
S -0.76 -3.52 -2.95 0.61
C -1.85 -3.66 -1.71 -0.82
N -1.87 -4.78 -0.91 0.05
C -2.69 -4.98 0.15 -0.10
C -3.61 -4.04 0.50 -0.08
C -3.66 -2.86 -0.29 -0.06
C -2.82 -2.67 -1.34 -0.11
H -1.18 -5.48 -1.16 0.13
H -2.56 -5.92 0.68 0.13
H -4.26 -4.20 1.34 0.10
H -4.38 -2.09 -0.03 0.11
H -2.84 -1.77 -1.93 0.08
C 0.52 -5.97 3.05 -0.04
C 0.46 -4.82 2.09 -0.27
C 1.18 -4.83 0.90 -0.02
C 1.14 -3.72 0.07 -0.16
N 0.44 -2.62 0.36 0.02
C -0.25 -2.61 1.50 -0.13
C -0.27 -3.67 2.38 -0.02
H 0.77 -6.90 2.54 0.08
H -0.43 -6.10 3.57 0.08
H 1.29 -5.79 3.80 0.09
H 1.77 -5.68 0.62 0.12
H 1.70 -3.70 -0.86 0.06
H -0.80 -1.70 1.71 0.09
H -0.86 -3.60 3.29 0.12
```

Values from the calculation:
**2S+1**: 6
**Relative energy (zero: lowest compared OMol25 entry of this formula, charge and spin)**: 0.159 eV